w | Here is 5 unconnected molecules or ions with the total composition H10O4S from the Open Molecules 2025 dataset. Energies are from ωB97M-V/def2-TZVPD.

SMILES string   O.O.O.O.S
Orbital gap   10.3 eV
HOMO energy   -9.80 eV

Each line ends with the Löwdin charge.
Positions of all 15 atoms, in Å:
S1 0.667 1.438 2.640  0.492
H1 1.522 0.786 1.835  -0.212
H2 1.407 1.194 3.680  -0.257
H3 -0.553 -2.835 -0.047  0.028
H4 0.625 -1.886 0.070  -0.036
O1 0.088 -2.460 0.543  -0.021
H5 -2.054 0.700 0.747  0.059
H6 -2.090 -0.635 0.076  0.019
O2 -2.006 0.285 -0.154  -0.067
H7 -1.427 0.572 -2.379  0.027
H8 -1.652 0.525 -3.709  0.053
O3 -0.845 0.507 -3.167  -0.069
H9 2.270 -0.437 -2.219  -0.020
H10 0.955 -0.323 -2.458  0.028
O4 1.554 -0.916 -1.952  -0.023

x | Here is 5 unconnected molecules or ions with the total composition H10O4S from the Open Molecules 2025 dataset. Energies are from ωB97M-V/def2-TZVPD.

SMILES string   O.O.O.O.S
Orbital gap   10.3 eV
HOMO energy   -10.12 eV

Each line ends with the Löwdin charge.
Positions of all 15 atoms, in Å:
S1 -1.910 -1.348 0.744  0.609
H1 -1.486 -0.196 0.167  -0.196
H2 -3.003 -0.766 1.235  -0.194
H3 -0.242 2.180 0.944  0.025
H4 -1.083 2.181 -0.233  0.023
O1 -1.057 2.615 0.637  -0.067
H5 0.818 -0.540 -2.003  0.079
H6 0.802 -0.841 -0.680  0.033
O2 0.375 -0.150 -1.232  -0.099
H7 0.391 -1.746 1.015  -0.031
H8 -0.117 -3.147 0.443  -0.002
O3 0.609 -2.544 0.528  -0.121
H9 1.237 1.355 -0.721  -0.006
H10 2.688 1.319 -0.711  0.036
O4 1.978 1.628 -0.131  -0.092

Tell me which of them is the most stable. Sure, it is w.

w | Here is 2 unconnected molecules or ions with the total composition CH6NOP from the Open Molecules 2025 dataset. Energies are from ωB97M-V/def2-TZVPD.

Orbital gap (spin up / spin down)   9.3 / 8.1 eV
HOMO energy (spin up / spin down)   -10.20 / -8.16 eV

Each line ends with the Löwdin charge.
Positions of all 10 atoms, in Å:
C1 0.027 -1.152 -0.470  -0.247
N1 0.704 1.496 0.034  -0.149
O1 -1.456 0.932 -1.390  -0.423
P1 -0.666 0.492 -0.196  0.617
H1 -0.040 -1.640 -1.425  0.042
H2 1.039 -0.960 -0.194  0.007
H3 -0.343 -1.903 0.277  0.033
H4 0.682 2.467 -0.369  0.076
H5 1.343 1.407 0.771  0.008
H6 -1.290 -1.138 2.963  0.036

x | Here is CH6NOP in the gas phase from the Open Molecules 2025 dataset. Energies are from ωB97M-V/def2-TZVPD.

SMILES string   CP(N)O
Orbital gap   9.9 eV
HOMO energy   -8.93 eV

Each line ends with the Löwdin charge.
Positions of all 10 atoms, in Å:
C1 0.753 0.912 0.106  -0.322
N1 -1.490 -0.306 -0.460  -0.220
O1 0.733 -1.829 0.319  -0.352
P1 -0.087 -0.514 0.938  0.806
H1 0.492 1.926 0.558  0.065
H2 0.396 0.840 -0.886  -0.002
H3 1.803 0.711 0.219  0.015
H4 -1.766 0.686 -0.448  -0.010
H5 -2.280 -0.923 -0.125  0.003
H6 1.445 -1.504 -0.221  0.017

Tell me which of them is the most stable. Sure, it is x.

w | Here is 2 unconnected molecules or ions with the total composition CH6NOP from the Open Molecules 2025 dataset. Energies are from ωB97M-V/def2-TZVPD.

Orbital gap (spin up / spin down)   8.3 / 8.5 eV
HOMO energy (spin up / spin down)   -8.88 / -8.70 eV

Each line ends with the Löwdin charge.
Positions of all 10 atoms, in Å:
C1 -0.150 -0.009 1.131  -0.275
N1 0.373 0.600 -1.226  -0.253
O1 2.023 -2.435 -0.145  -0.508
P1 0.205 -0.892 -0.533  0.846
H1 -0.641 -0.554 2.029  0.068
H2 0.888 0.295 1.423  0.033
H3 -0.594 0.947 0.704  0.035
H4 1.066 1.234 -0.857  0.061
H5 0.555 0.505 -2.188  0.021
H6 -1.013 -1.363 -1.075  -0.028

x | Here is 2 unconnected molecules or ions with the total composition CH6NOP from the Open Molecules 2025 dataset. Energies are from ωB97M-V/def2-TZVPD.

SMILES string   C=PO.N
Orbital gap   9.8 eV
HOMO energy   -9.18 eV

Each line ends with the Löwdin charge.
Positions of all 10 atoms, in Å:
C1 3.127 -0.071 -0.301  -0.352
N1 -3.211 -0.186 0.293  -0.001
O1 0.845 0.945 0.209  -0.409
P1 1.638 -0.498 0.291  0.782
H1 -2.909 0.331 -0.527  0.002
H2 3.366 0.932 -0.605  -0.009
H3 3.888 -0.825 -0.381  -0.028
H4 -4.119 -0.585 0.081  0.005
H5 -2.566 -0.961 0.412  -0.001
H6 -0.059 0.919 0.529  0.012

Tell me which of them is the most stable. Sure, it is x.

w | Here is a gas-phase ion, C3H6NO2S (charge -1) from the Open Molecules 2025 dataset. Energies are from ωB97M-V/def2-TZVPD.

Charge   -1
Orbital gap   7.2 eV
HOMO energy   -3.17 eV

Each line ends with the Löwdin charge.
Positions of all 13 atoms, in Å:
C1 0.238 0.627 -0.295  -0.403
C2 0.492 -0.737 -0.729  -0.124
C3 -0.995 0.246 0.984  -0.288
N1 0.633 1.782 -0.630  0.089
O1 -3.005 1.153 -0.410  -0.596
O2 -2.282 -1.229 -0.829  -0.590
S1 -2.635 -0.180 0.170  0.572
H1 -0.490 -1.026 -1.047  0.017
H2 0.949 -1.298 0.014  0.045
H3 1.182 -0.800 -1.689  0.110
H4 -0.679 -0.617 1.701  0.066
H5 -1.112 1.182 1.673  0.066
H6 0.077 2.528 -0.216  0.035

x | Here is a gas-phase ion, C3H6NO2S (charge -1) from the Open Molecules 2025 dataset. Energies are from ωB97M-V/def2-TZVPD.

Charge   -1
SMILES string   O=C([O-])NCCS
Orbital gap   7.5 eV
HOMO energy   -4.17 eV

Each line ends with the Löwdin charge.
Positions of all 13 atoms, in Å:
C1 -0.073 0.530 -0.782  -0.299
C2 1.133 0.810 0.161  -0.542
S1 2.570 -0.274 -0.173  0.623
N1 -1.276 0.195 -0.049  -0.004
C3 -1.478 -1.128 0.427  -0.813
O1 -0.535 -1.913 0.150  -0.095
O2 -2.470 -1.288 1.160  -0.088
H1 -0.278 1.416 -1.355  0.088
H2 0.170 -0.296 -1.420  0.078
H3 1.405 1.851 0.242  0.044
H4 0.754 0.496 1.141  0.065
H5 1.929 -1.361 0.263  -0.154
H6 -1.849 0.962 0.235  0.098

Tell me which of them is the most stable. Sure, it is x.